110
Properties=species:S:1:pos:R:3 method="wB97M-V/def2-TZVPD" gap_ev="4.59 / 7.51" total_energy_ev=-130486.850 multiplicity=3 fmax_ev_per_a=0.96 relative_energy_kj_mol=86.1 total_charge=-1 homo_ha="-0.082 / -0.188"
W -0.216 -0.086 -0.267
C -1.432 0.962 4.112
N -1.607 -0.479 4.094
C -1.566 -1.340 5.169
C -1.665 -2.592 4.664
N -1.775 -2.505 3.295
B -1.683 -3.685 2.253
N -0.150 -3.976 2.043
C 0.537 -4.806 2.902
C 1.809 -4.915 2.471
N 1.905 -4.133 1.344
C 3.073 -4.094 0.488
C 0.694 -3.581 1.074
S 0.427 -2.671 -0.365
C -1.747 -1.205 2.960
S -2.104 -0.525 1.442
H -1.101 1.262 5.104
H -2.364 1.467 3.860
H -0.679 1.237 3.375
H -1.455 -0.986 6.178
H -1.677 -3.541 5.170
H -2.178 -3.359 1.221
H -2.174 -4.671 2.753
H 0.055 -5.244 3.757
H 2.656 -5.442 2.872
H 3.935 -4.406 1.073
H 3.237 -3.085 0.120
H 2.942 -4.763 -0.364
C -5.287 1.697 1.959
C -5.232 3.107 1.359
C -6.077 3.128 0.076
C -5.849 4.073 2.379
C -3.801 3.514 1.009
C -3.432 4.861 0.950
C -2.146 5.231 0.592
C -1.219 4.248 0.296
S 0.426 4.477 -0.226
C 0.592 2.743 -0.367
N -0.506 2.028 -0.008
C -1.551 2.886 0.343
C -2.857 2.545 0.691
C 1.674 2.114 -1.033
C 2.817 2.812 -1.471
C 3.720 2.179 -2.295
C 3.490 0.859 -2.689
C 2.399 0.163 -2.190
C 1.471 0.743 -1.330
H -6.314 1.468 2.255
H -4.650 1.622 2.843
H -4.971 0.931 1.251
H -7.115 2.869 0.302
H -5.689 2.408 -0.647
H -6.060 4.119 -0.381
H -6.819 3.691 2.704
H -6.014 5.065 1.957
H -5.209 4.176 3.257
H -4.152 5.642 1.156
H -1.872 6.277 0.527
H -3.132 1.506 0.700
H 2.970 3.840 -1.161
H 4.601 2.706 -2.641
H 4.182 0.369 -3.365
H 2.268 -0.875 -2.484
Cl 0.088 -0.135 -4.456
C -1.604 0.024 -4.144
C -2.451 0.250 -5.210
C -3.817 0.362 -5.011
C -4.324 0.222 -3.728
C -3.472 -0.008 -2.669
Cl -4.144 -0.224 -1.087
C -2.061 -0.086 -2.806
N -1.260 -0.250 -1.736
H -2.026 0.337 -6.201
H -4.481 0.549 -5.844
H -5.388 0.285 -3.541
O 1.087 -0.028 1.424
Si 2.551 0.128 2.042
C 3.099 -1.333 3.136
C 4.432 -1.749 3.215
C 4.830 -2.748 4.096
C 3.898 -3.358 4.924
C 2.567 -2.971 4.850
C 2.181 -1.978 3.961
C 4.036 0.284 0.873
C 5.149 1.077 1.172
C 6.286 1.058 0.376
C 6.342 0.233 -0.739
C 5.249 -0.558 -1.058
C 4.111 -0.520 -0.264
C 2.594 1.639 3.182
C 1.702 2.696 2.994
C 1.772 3.849 3.764
C 2.741 3.963 4.752
C 3.623 2.913 4.976
C 3.544 1.764 4.200
H 5.177 -1.281 2.581
H 5.872 -3.044 4.143
H 4.206 -4.133 5.616
H 1.826 -3.449 5.479
H 1.145 -1.681 3.908
H 5.126 1.729 2.037
H 7.129 1.691 0.625
H 7.230 0.215 -1.360
H 5.274 -1.196 -1.934
H 3.248 -1.120 -0.530
H 0.943 2.609 2.224
H 1.074 4.658 3.587
H 2.807 4.864 5.350
H 4.371 2.992 5.756
H 4.225 0.942 4.397

---

109
Properties=species:S:1:pos:R:3 method="wB97M-V/def2-TZVPD" gap_ev=9.27 total_energy_ev=-150565.456 fmax_ev_per_a=2.00 smiles="C=C[C@]1(CCC(=O)Nc2ccccc2)C(=O)N[C@](F)(Br)[C@H]1N(C(C)=O)C(C)=O.Fc1ccccc1.Fc1ccccc1.Fc1ccccc1.Fc1ccccc1.Fc1ccccc1" relative_energy_kj_mol=125.6 total_charge=0 homo_ha=-0.330
C 4.667 3.652 -0.608
C 4.262 2.410 -0.386
C 2.782 1.991 -0.411
C 2.074 2.120 -1.778
C 0.560 1.840 -1.715
C 0.045 0.979 -2.853
O 0.795 0.437 -3.639
N -1.362 0.818 -3.064
C -2.116 0.816 -1.835
C -2.415 -0.357 -1.180
C -3.160 -0.378 -0.031
C -3.647 0.796 0.505
C -3.342 1.973 -0.132
C -2.596 1.981 -1.283
C 2.062 3.010 0.512
O 1.874 4.183 0.351
N 1.567 2.285 1.665
C 1.603 0.853 1.454
F 0.428 0.244 1.219
Br 2.056 0.204 3.289
C 2.726 0.642 0.375
N 2.480 -0.602 -0.358
C 2.759 -1.751 0.505
C 1.916 -3.007 0.292
O 3.635 -1.756 1.334
C 3.370 -0.806 -1.517
C 4.887 -0.643 -1.453
O 2.869 -1.163 -2.552
H 3.995 4.493 -0.739
H 5.735 3.861 -0.609
H 5.048 1.702 -0.154
H 2.206 3.160 -2.098
H 2.612 1.517 -2.516
H 0.315 1.406 -0.740
H 0.038 2.805 -1.747
H -1.425 -0.132 -3.423
H -2.079 -1.324 -1.554
H -3.406 -1.320 0.451
H -4.262 0.772 1.398
H -3.733 2.903 0.270
H -2.407 2.943 -1.754
H 2.282 2.491 2.362
H 3.611 0.684 1.027
H 1.002 -2.990 0.887
H 1.732 -3.088 -0.786
H 2.572 -3.840 0.554
H 5.296 -1.379 -2.150
H 5.323 -0.840 -0.471
H 5.145 0.337 -1.862
F -6.334 -0.915 -0.581
C -6.512 -1.883 -1.500
C -6.930 -3.134 -1.090
C -7.115 -4.129 -2.040
C -6.871 -3.861 -3.380
C -6.446 -2.599 -3.774
C -6.269 -1.598 -2.829
H -7.107 -3.323 -0.039
H -7.449 -5.106 -1.735
H -7.012 -4.639 -4.119
H -6.253 -2.392 -4.818
H -5.947 -0.606 -3.115
F 5.885 2.039 1.936
C 6.439 2.825 2.885
C 6.276 4.194 2.803
C 6.842 4.999 3.782
C 7.567 4.427 4.819
C 7.724 3.049 4.882
C 7.152 2.239 3.912
H 5.714 4.620 1.982
H 6.716 6.072 3.734
H 8.010 5.058 5.579
H 8.292 2.604 5.688
H 7.255 1.162 3.948
F 3.633 6.789 -1.185
C 3.122 7.620 -0.252
C 3.654 8.888 -0.122
C 3.125 9.745 0.833
C 2.084 9.322 1.648
C 1.566 8.041 1.505
C 2.083 7.182 0.545
H 4.470 9.197 -0.761
H 3.527 10.744 0.942
H 1.676 9.991 2.395
H 0.757 7.709 2.142
H 1.686 6.185 0.414
F -3.092 -5.353 4.698
C -2.251 -4.342 4.407
C -2.772 -3.103 4.087
C -1.903 -2.062 3.792
C -0.531 -2.273 3.811
C -0.025 -3.526 4.129
C -0.889 -4.569 4.435
H -3.845 -2.961 4.071
H -2.297 -1.084 3.547
H 0.145 -1.460 3.575
H 1.045 -3.693 4.140
H -0.514 -5.551 4.694
F -6.212 -6.833 -2.133
C -6.375 -7.812 -3.047
C -6.793 -9.059 -2.627
C -6.965 -10.064 -3.568
C -6.709 -9.813 -4.909
C -6.286 -8.554 -5.312
C -6.121 -7.543 -4.377
H -6.979 -9.237 -1.576
H -7.299 -11.044 -3.253
H -6.841 -10.600 -5.640
H -6.082 -8.359 -6.357
H -5.799 -6.553 -4.673